(1)
An isolated molecule of C2H7N3O at a distorted geometry. Source: the OMol25 dataset; level of theory: ωB97M-V with the def2-TZVPD basis set.

## Properties
- Gap between HOMO and LUMO: 0.367 Eh
- SMILES string: [H]/N=C(\CN)NO
- Relative energy (zero: lowest compared OMol25 entry of this formula, charge and spin): 314.3 kJ/mol
- Max |F|: 2.45 eV Å⁻¹

Geometry as XYZ:
```
13
Properties=species:S:1:pos:R:3:forces:R:3:nbo_charge:R:1
O 0.164612 1.546255 -1.144330 -0.9 -0.9 -1.6 -0.6000
N -0.884317 0.500476 -1.018993 2.2 0.2 1.0 -0.3460
N -1.850411 -0.044325 1.022121 1.3 -1.5 -0.4 -0.6710
N 1.428072 -1.044233 -0.048032 1.5 -0.4 -1.7 -0.8107
C 0.631038 -0.271834 0.785968 -0.3 2.0 1.3 -0.2973
C -0.773963 0.010182 0.305310 -1.3 0.2 1.2 0.3957
H -1.652281 -0.695022 1.829952 -0.3 1.3 -0.7 0.3405
H 0.982549 -1.924473 -0.231359 0.0 -0.4 -0.4 0.3541
H 1.093247 0.778655 0.815749 -0.5 -1.5 0.5 0.2293
H 0.670045 -0.763685 1.771958 -0.6 0.7 0.0 0.2028
H 1.562350 -0.511956 -0.905705 0.1 -0.7 -0.1 0.3580
H -1.768214 0.940535 -1.079910 -1.1 0.8 -0.2 0.3686
H 0.397271 1.479426 -2.102730 -0.2 0.1 1.1 0.4761
```
Positions in Å, forces in eV/Å.

=====

(2)
An isolated molecule of C2H7N3O2 at a distorted geometry. Source: the OMol25 dataset; level of theory: ωB97M-V with the def2-TZVPD basis set.

## Properties
- Gap between HOMO and LUMO: 0.358 Eh
- SMILES string: NN[C@H](N)C(=O)O
- Relative energy (zero: lowest compared OMol25 entry of this formula, charge and spin): 314.1 kJ/mol
- Max |F|: 5.00 eV Å⁻¹

Geometry as XYZ:
```
14
Properties=species:S:1:pos:R:3:forces:R:3:nbo_charge:R:1
O -2.239580 -1.605413 0.208832 -0.5 -2.6 0.0 -0.6853
O -3.176920 0.362548 0.150542 0.1 -0.2 -0.2 -0.5979
N 0.266313 -0.873690 0.379188 -3.4 3.5 -1.1 -0.5284
N -0.821485 1.665265 0.184189 1.0 -1.6 0.0 -0.8523
N 1.436912 -0.914333 -0.360819 0.2 -1.8 -0.5 -0.6683
C -0.781537 0.346573 -0.332858 -1.1 -3.7 0.7 -0.0087
C -2.199248 -0.323718 -0.009065 1.5 1.6 0.2 0.7590
H 2.261986 -0.501964 0.010302 0.5 0.8 0.7 0.3429
H -1.441855 -2.192997 0.123295 -0.3 1.9 0.0 0.5317
H 1.601304 -1.918205 -0.404305 0.6 0.3 -0.4 0.3481
H -0.568109 2.309239 -0.521406 0.0 1.1 -0.1 0.3859
H 0.264125 -0.481083 1.317320 1.0 -0.1 0.1 0.3429
H -1.593649 1.880415 0.822237 0.4 -0.1 -1.0 0.4120
H -0.611476 0.148797 -1.448583 0.2 0.9 1.6 0.2186
```
Positions in Å, forces in eV/Å.

=====

(3)
A cluster of 2 separate species, C2H7N3O2 in total at a distorted geometry. Source: the OMol25 dataset; level of theory: ωB97M-V with the def2-TZVPD basis set.

## Properties
- Gap between HOMO and LUMO: 0.312 Eh
- Relative energy (zero: lowest compared OMol25 entry of this formula, charge and spin): 668.3 kJ/mol
- Max |F|: 4.59 eV Å⁻¹

Geometry as XYZ:
```
14
Properties=species:S:1:pos:R:3:forces:R:3:nbo_charge:R:1
O -1.914814 0.412412 1.245263 -0.5 -0.6 1.4 -0.4046
O -2.549051 0.543593 -0.806865 -1.5 -0.1 -0.5 -0.4374
N -1.910142 0.053221 0.099738 2.4 1.5 -1.2 0.6374
N 1.085271 1.192714 -0.758984 -1.1 1.1 1.1 -0.8389
N -0.859484 -0.691767 -0.339919 -1.5 -1.3 -1.6 -0.4386
C 0.134313 -1.217758 0.426288 3.0 2.5 2.4 -0.3147
C 1.518756 0.418222 0.360523 -1.9 -1.8 -0.5 -0.1988
H -0.076229 -1.250355 1.485003 -0.4 0.3 0.1 0.2263
H 0.566391 -2.169920 0.198602 0.1 -0.3 -1.0 0.2100
H 2.516242 -0.049164 0.222068 -0.8 0.5 0.5 0.1949
H 1.253439 0.986186 1.312581 0.9 -1.1 -1.3 0.2105
H -0.895025 -0.815935 -1.349089 -0.2 0.1 0.6 0.4099
H 0.299308 1.787739 -0.420050 0.9 -0.6 -0.9 0.3702
H 0.831028 0.800810 -1.675165 0.5 -0.2 1.0 0.3738
```
Positions in Å, forces in eV/Å.

=====

(4)
A structure of composition C2H7N3O2 at a distorted geometry. Source: the OMol25 dataset; level of theory: ωB97M-V with the def2-TZVPD basis set.

## Properties
- Gap between HOMO and LUMO: 0.370 Eh
- Relative energy (zero: lowest compared OMol25 entry of this formula, charge and spin): 569.5 kJ/mol
- Max |F|: 5.23 eV Å⁻¹

Geometry as XYZ:
```
14
Properties=species:S:1:pos:R:3:forces:R:3:nbo_charge:R:1
O 2.151489 0.507205 -0.743290 2.1 1.1 1.2 -0.3685
O 0.719463 -0.154676 -2.132134 -0.5 -0.3 -0.8 -0.4028
N 1.115109 0.011709 -1.005901 -2.0 -1.1 -0.2 0.5169
N -0.643436 -1.571304 -0.290770 2.2 -0.2 0.2 -0.8343
N 0.798248 -0.465909 1.349706 4.0 0.7 1.7 -0.8783
C 0.131318 -0.442956 0.131461 -2.2 4.1 -0.8 0.4089
C -1.047615 1.118851 0.193450 1.2 -5.1 -0.2 -0.6001
H -0.486506 1.919987 0.420764 2.4 2.5 1.6 0.1952
H -1.551525 -1.256183 -0.441399 -1.8 0.3 -0.4 0.3724
H -1.748255 0.813435 0.936941 -0.4 0.0 0.5 0.2012
H -1.484615 1.414728 -0.703954 -1.0 -0.5 -1.9 0.2068
H 0.500802 0.152140 2.095637 -1.2 -0.2 -0.3 0.3853
H -0.301958 -1.952571 -1.181662 -0.1 0.2 0.6 0.3912
H 1.847480 -0.094456 1.371150 -2.7 -1.5 -1.2 0.4062
```
Positions in Å, forces in eV/Å.

=====

(5)
The ion C2H7N3O2 with charge +2 at a distorted geometry. Source: the OMol25 dataset; level of theory: ωB97M-V with the def2-TZVPD basis set.

## Properties
- Gap between HOMO and LUMO: 0.369 Eh
- SMILES string: [NH2+]=C1NOO[C@@H]1[NH3+]
- Relative energy (zero: lowest compared OMol25 entry of this formula, charge and spin): 262.7 kJ/mol
- Net charge: +2
- Max |F|: 3.27 eV Å⁻¹

Geometry as XYZ:
```
14
Properties=species:S:1:pos:R:3:forces:R:3:nbo_charge:R:1
O -2.004830 0.098511 0.388317 0.7 -2.5 -1.0 -0.0263
O -1.473177 -0.865435 -0.715176 -0.9 1.2 0.4 -0.1776
N -1.107514 1.128069 0.353691 0.0 -1.5 -0.2 -0.2602
N 0.359090 -1.544554 0.530037 2.5 -0.3 0.8 -0.7327
N 1.097961 1.582184 -0.212206 -0.5 -0.3 -0.1 -0.6519
C -0.141771 -0.711716 -0.654914 2.3 2.3 -0.1 0.1729
C 0.073315 0.772981 -0.153040 -1.8 2.0 0.4 0.4854
H 1.392356 -1.664002 0.746182 -0.7 0.7 -0.9 0.4807
H 0.010646 -1.257853 1.467913 -0.6 -0.2 -0.7 0.4769
H 0.121352 -2.487716 0.319456 -1.0 -1.5 0.1 0.4759
H -1.738069 1.902301 0.297583 0.5 1.9 -0.1 0.4904
H 0.463230 -0.774023 -1.682148 -1.5 -0.9 2.2 0.3234
H 1.137301 2.575102 0.139607 -0.2 -1.4 -0.4 0.4962
H 1.810106 1.246157 -0.825304 1.1 0.4 -0.3 0.4470
```
Positions in Å, forces in eV/Å.

=====

(6)
An isolated molecule of C2H7N3OS at a distorted geometry. Source: the OMol25 dataset; level of theory: ωB97M-V with the def2-TZVPD basis set.

## Properties
- Gap between HOMO and LUMO: 0.365 Eh
- SMILES string: C/N=C(\NO)NS
- Relative energy (zero: lowest compared OMol25 entry of this formula, charge and spin): 245.1 kJ/mol
- Max |F|: 3.86 eV Å⁻¹

Geometry as XYZ:
```
14
Properties=species:S:1:pos:R:3:forces:R:3:nbo_charge:R:1
S 2.061589 1.878061 1.268734 -0.4 -0.4 -0.1 0.1301
O 1.047957 -0.984259 -1.334355 -2.0 -3.1 -1.1 -0.5577
N 0.480819 1.107089 1.392146 -1.2 2.0 -0.5 -0.7545
N 0.953204 -0.800631 0.051319 -2.7 0.3 -0.4 -0.3728
N -1.126670 0.437696 -0.064384 -1.2 -0.6 -0.9 -0.5200
C 0.024939 0.253504 0.356443 3.2 -1.6 0.6 0.5382
C -1.872078 -0.517670 -0.929359 -0.5 1.0 1.2 -0.4452
H 1.862339 -0.776369 0.439631 0.8 0.5 0.3 0.3756
H -2.944606 -0.376017 -0.506819 1.6 -0.6 -1.4 0.2170
H 2.701150 1.478843 2.410366 -0.8 -0.1 -0.3 0.1172
H -1.725996 -0.102403 -1.966714 -0.6 -0.9 0.9 0.2197
H -0.303438 1.829107 1.251223 1.6 -0.7 1.3 0.4131
H -1.572138 -1.606021 -0.806360 -0.3 1.2 -0.3 0.1738
H 0.412930 -1.820932 -1.561873 2.4 2.9 0.9 0.4653
```
Positions in Å, forces in eV/Å.

=====

(7)
An isolated molecule of C2H7N3S at a distorted geometry. Source: the OMol25 dataset; level of theory: ωB97M-V with the def2-TZVPD basis set.

## Properties
- Gap between HOMO and LUMO: 0.330 Eh
- SMILES string: CN(S)/C=N\N
- Relative energy (zero: lowest compared OMol25 entry of this formula, charge and spin): 191.0 kJ/mol
- Max |F|: 2.08 eV Å⁻¹

Geometry as XYZ:
```
13
Properties=species:S:1:pos:R:3:forces:R:3:nbo_charge:R:1
S -1.897535 0.145913 1.485926 0.0 -0.1 -0.4 0.1479
N 1.677304 -0.411849 0.446057 -1.6 -0.5 0.8 -0.2280
N -0.652362 0.023507 0.274198 -0.3 0.5 0.5 -0.6144
N 1.909399 0.612546 -0.373234 1.1 0.9 -1.2 -0.6589
C -1.063883 -0.345914 -1.084385 -1.3 1.6 -0.1 -0.4193
C 0.459893 -0.675457 0.741972 1.1 -0.8 0.4 0.1257
H -1.415542 1.136740 2.293074 0.1 -0.3 -0.7 0.1212
H 2.883399 0.857699 -0.314527 -0.2 0.3 -0.2 0.3715
H -1.571276 0.579309 -1.518890 0.3 -1.5 0.3 0.2077
H 1.253529 1.378842 -0.544528 0.0 -0.6 0.5 0.3638
H 0.279938 -1.508372 1.406710 0.1 -0.1 0.2 0.1716
H -1.686510 -1.254886 -1.156602 0.0 0.4 0.2 0.1894
H -0.176356 -0.538078 -1.655771 0.6 0.0 -0.2 0.2217
```
Positions in Å, forces in eV/Å.

=====

(8)
An isolated molecule of C2H7N3S2 at a distorted geometry. Source: the OMol25 dataset; level of theory: ωB97M-V with the def2-TZVPD basis set.

## Properties
- Gap between HOMO and LUMO: 0.320 Eh
- SMILES string: CN/C(=N\S)NS
- Relative energy (zero: lowest compared OMol25 entry of this formula, charge and spin): 45.5 kJ/mol
- Max |F|: 1.59 eV Å⁻¹

Geometry as XYZ:
```
14
Properties=species:S:1:pos:R:3:forces:R:3:nbo_charge:R:1
S 1.391189 -1.987428 -0.282667 -0.2 0.1 0.0 0.1540
S -3.063679 -0.838824 -0.175053 0.6 -0.5 1.4 0.1969
N -0.173638 -1.389350 0.011118 -0.2 0.6 -0.1 -0.6731
N 0.442134 0.845425 -0.646505 -0.7 0.4 -0.3 -0.6402
N -1.775518 0.260003 -0.280136 -0.4 0.9 0.4 -0.7769
C -0.447763 -0.170439 -0.273846 0.8 -0.3 0.1 0.5347
C 1.590798 1.218796 0.196762 0.1 -0.1 0.1 -0.4175
H -0.090904 1.635527 -1.060416 0.9 -0.7 0.5 0.3858
H 1.052014 -3.244644 0.023100 0.1 0.0 0.0 0.1165
H -1.926649 1.176711 0.184028 0.1 -1.1 -0.5 0.3926
H 2.226211 1.933369 -0.358594 -0.4 -0.4 0.3 0.2111
H 1.256651 1.680474 1.136744 0.1 0.0 -0.2 0.1798
H 2.210849 0.344504 0.483247 -0.5 0.4 -0.4 0.2234
H -2.691689 -1.464119 1.042215 -0.5 0.6 -1.3 0.1130
```
Positions in Å, forces in eV/Å.

=====

(9)
The ion C2H7N4 with charge +1 at a distorted geometry. Source: the OMol25 dataset; level of theory: ωB97M-V with the def2-TZVPD basis set.

## Properties
- Gap between HOMO and LUMO (alpha / beta): 0.339 / 0.339 Eh
- Relative energy (zero: lowest compared OMol25 entry of this formula, charge and spin): 614.1 kJ/mol
- Net charge: +1
- Max |F|: 6.32 eV Å⁻¹

Geometry as XYZ:
```
13
Properties=species:S:1:pos:R:3:forces:R:3:nbo_charge:R:1
N 0.654007 1.171497 0.144574 -2.3 -0.9 0.2 -0.4451
N -0.832007 -0.252087 -0.004918 5.9 2.3 0.2 0.0503
N 1.159333 -1.165599 -0.125082 0.1 0.8 -0.5 -0.3145
N -0.094650 -1.180371 -0.217616 -2.1 -1.6 0.4 0.2032
C 1.733711 0.320398 -0.051585 1.0 -0.7 1.1 -0.1482
C -2.185045 0.139609 -0.114681 0.0 1.9 -3.1 -0.4446
H 2.140836 0.661808 -0.969857 0.9 -0.9 -1.2 0.2303
H 0.650267 1.336621 1.132257 -0.9 0.3 1.0 0.3530
H -2.200878 1.225458 0.261232 -0.2 -1.7 -0.9 0.2854
H -2.482662 0.003280 -1.272348 0.2 0.5 2.9 0.2725
H -2.647953 -0.486202 0.573970 -1.7 -1.0 0.9 0.2531
H 2.492323 0.325530 0.788137 -0.9 -0.1 -0.9 0.2405
H 1.612716 -2.099946 -0.144080 -0.1 1.2 -0.1 0.4640
```
Positions in Å, forces in eV/Å.

=====

(10)
The ion C2H7N4 with charge +1 at a distorted geometry. Source: the OMol25 dataset; level of theory: ωB97M-V with the def2-TZVPD basis set.

## Properties
- Gap between HOMO and LUMO: 0.381 Eh
- SMILES string: [H]/N=C1/CN[NH2+]N1
- Relative energy (zero: lowest compared OMol25 entry of this formula, charge and spin): 469.4 kJ/mol
- Net charge: +1
- Max |F|: 5.14 eV Å⁻¹

Geometry as XYZ:
```
13
Properties=species:S:1:pos:R:3:forces:R:3:nbo_charge:R:1
N -1.206813 -0.658211 -0.288803 -1.0 -1.9 0.0 -0.4232
N 2.312546 -0.160758 -0.228971 -1.5 -2.2 0.7 -0.5599
N -1.212140 0.644818 -0.002252 -0.6 3.1 4.1 -0.2202
N 0.184286 1.210623 -0.204298 0.2 0.0 -0.6 -0.4740
C 0.017085 -1.120220 0.272767 3.8 -1.1 -0.1 -0.3510
C 1.113434 0.034330 -0.077467 -4.4 -1.2 0.7 0.4173
H 0.185650 -1.382572 1.404742 -1.4 0.7 -1.9 0.2605
H -1.443871 0.690525 1.084823 0.6 0.2 -2.3 0.4212
H 0.338511 1.888577 0.535712 0.1 0.2 -0.1 0.3985
H -1.475283 -0.833910 -1.259938 0.8 -0.3 0.4 0.4178
H 2.895807 0.527987 -0.528230 2.0 2.7 -0.9 0.3792
H -2.023579 1.164877 -0.420309 1.3 -0.2 -0.3 0.4637
H 0.314362 -2.006060 -0.287773 0.1 -0.1 0.3 0.2702
```
Positions in Å, forces in eV/Å.

=====

(11)
A structure of composition C2H7N4O at a distorted geometry. Source: the OMol25 dataset; level of theory: ωB97M-V with the def2-TZVPD basis set.

## Properties
- Gap between HOMO and LUMO: 0.339 Eh
- Relative energy (zero: lowest compared OMol25 entry of this formula, charge and spin): 587.2 kJ/mol
- Net charge: +1
- Max |F|: 3.85 eV Å⁻¹

Geometry as XYZ:
```
14
Properties=species:S:1:pos:R:3:forces:R:3:nbo_charge:R:1
O 1.901412 -0.015258 -0.247260 0.5 0.3 -0.6 -0.3458
N -1.122796 1.735282 -0.066969 -3.2 1.8 -1.0 -0.6165
N -1.617340 -1.136052 -0.110075 0.9 1.6 3.4 -0.4532
N -0.541321 -0.521556 -0.388746 0.6 -0.8 -2.4 -0.0739
N 1.159372 -1.189736 -0.036976 -0.6 2.5 -1.4 -0.2409
C 1.158181 1.199374 0.172282 -0.5 -1.3 -0.2 -0.1304
C -0.288605 0.831509 -0.160920 0.8 0.3 2.1 0.3497
H -2.027710 -1.726874 -0.757430 -0.8 -1.4 -1.5 0.4058
H 1.312591 1.367248 1.286342 -0.2 0.0 -1.5 0.2317
H -2.028586 -1.025754 0.839284 0.2 -0.2 -0.9 0.3857
H 1.291308 -1.403254 0.895991 0.1 -1.0 2.7 0.3818
H 1.426880 2.085886 -0.478941 0.2 -1.3 0.9 0.2747
H 1.557380 -1.929192 -0.628527 -0.4 0.4 -0.2 0.4275
H -2.180760 1.728378 -0.318049 2.6 -0.8 0.7 0.4038
```
Positions in Å, forces in eV/Å.

=====

(12)
The ion C2H7N4O with charge +1 at a distorted geometry. Source: the OMol25 dataset; level of theory: ωB97M-V with the def2-TZVPD basis set.

## Properties
- Gap between HOMO and LUMO: 0.359 Eh
- SMILES string: [H]/N=C1/CNON1[NH3+]
- Relative energy (zero: lowest compared OMol25 entry of this formula, charge and spin): 559.3 kJ/mol
- Net charge: +1
- Max |F|: 1.63 eV Å⁻¹

Geometry as XYZ:
```
14
Properties=species:S:1:pos:R:3:forces:R:3:nbo_charge:R:1
O 0.531628 0.304147 1.488300 -0.3 0.6 0.6 -0.1873
N 0.284905 -0.263982 -1.932528 0.0 -0.3 -0.8 -0.5569
N 0.479204 -1.110160 1.483422 -0.2 -0.9 0.2 -0.2881
N -0.983412 1.588072 0.042468 0.0 -0.7 0.9 -0.5899
N 0.362077 0.809734 0.245036 0.0 1.1 -1.2 0.0009
C 0.453607 -0.299589 -0.710178 -0.4 -0.1 0.5 0.3755
C 0.807291 -1.495020 0.127413 0.6 -0.1 0.0 -0.3409
H 0.101142 0.603338 -2.421033 0.0 0.2 0.1 0.3634
H -0.424345 -1.446636 1.814034 -0.1 0.4 -0.2 0.3633
H -1.843975 1.052574 0.262514 0.4 0.1 -0.1 0.4334
H 0.286959 -2.391686 -0.200536 -0.1 0.1 0.0 0.2682
H 1.889120 -1.668568 0.049760 -0.2 0.0 0.0 0.2542
H -1.017797 1.919417 -0.930302 0.1 -0.1 0.3 0.4463
H -0.926403 2.398359 0.681628 0.1 -0.3 -0.3 0.4578
```
Positions in Å, forces in eV/Å.

=====

Number 1: calculated total energy -319.830078 Eh. Number 2: calculated total energy -395.085363 Eh. Number 3: calculated total energy -394.950447 Eh. Number 4: calculated total energy -394.988079 Eh. Number 5: calculated total energy -394.285713 Eh. Number 6: calculated total energy -717.982543 Eh. Number 7: calculated total energy -642.779915 Eh. Number 8: calculated total energy -1041.004679 Eh. Number 9: calculated total energy -298.988137 Eh. Number 10: calculated total energy -299.043271 Eh. Number 11: calculated total energy -374.225976 Eh. Number 12: calculated total energy -374.236593 Eh.